Entry 1:
A 2-piece molecular cluster, C30H40NO6S overall, computed with ωB97M-V/def2-TZVPD.

Positions of all 78 atoms, in Å:
C: 3.5936 -3.5958 -1.1769
C: 2.1208 -3.2671 -1.3716
O: 1.7899 -2.2513 -0.3878
C: 0.5710 -1.6250 -0.3395
C: 0.5601 -0.7229 0.8320
C: -0.6254 -0.0207 1.3162
O: -0.9306 -0.1228 2.5210
C: -1.4737 0.9123 0.4652
C: -2.4238 0.2374 -0.5108
C: -3.5661 -0.5369 0.1703
C: -3.3108 -2.0552 0.1837
C: -3.4039 -2.6712 1.5776
C: -2.5544 -3.9231 1.8666
C: -1.0414 -3.8115 1.6222
C: -0.3366 -3.0738 2.7540
C: 1.1234 -2.7033 2.4593
C: 1.4522 -1.2781 1.9253
O: -0.3058 -1.8308 -1.1589
H: 3.8481 -4.4604 -1.7945
H: 4.2688 -2.7676 -1.4752
H: 3.8147 -3.8542 -0.1351
H: 1.9422 -2.8772 -2.3942
H: 1.4766 -4.1538 -1.2179
H: -2.0576 1.5427 1.1575
H: -0.7773 1.5705 -0.0779
H: -2.8315 1.0275 -1.1605
H: -1.8235 -0.4342 -1.1431
H: -3.7171 -0.1403 1.1849
H: -4.4835 -0.3186 -0.3983
H: -4.0669 -2.5316 -0.4660
H: -2.3312 -2.2800 -0.2649
H: -3.1519 -1.9114 2.3330
H: -4.4580 -2.9401 1.7662
H: -2.7262 -4.1625 2.9332
H: -2.9260 -4.7748 1.2771
H: -0.6256 -4.8317 1.5423
H: -0.8134 -3.3222 0.6645
H: -0.8983 -2.1752 3.0390
H: -0.3361 -3.7491 3.6270
H: 1.7106 -2.8315 3.3850
H: 1.5080 -3.4378 1.7357
H: 2.4737 -1.3209 1.5155
H: 1.4695 -0.5854 2.7837
C: 5.3377 4.1635 3.0774
O: 5.5478 2.9248 2.3625
C: 4.4792 2.2239 1.9171
C: 4.7865 1.0553 1.1789
C: 3.8339 0.5421 0.3252
C: 2.5590 1.1486 0.2159
C: 1.6070 0.7073 -0.8070
N: 0.7680 1.5201 -1.3942
S: 0.3912 1.2590 -3.0495
C: -1.1202 2.1841 -3.1596
C: -2.2243 1.6385 -3.8475
C: -3.4335 2.3197 -3.8327
C: -3.5457 3.5531 -3.1730
C: -4.8434 4.2993 -3.1066
C: -2.4147 4.1261 -2.5793
C: -1.1838 3.4686 -2.6142
O: 1.4060 1.8935 -3.8430
O: 0.0081 -0.1101 -3.2667
C: 2.1944 2.1376 1.1342
C: 3.1183 2.5932 2.0697
H: 6.3443 4.5165 3.3141
H: 4.8119 4.9271 2.4756
H: 4.7885 3.9679 4.0088
H: 5.7924 0.6452 1.2546
H: 4.0511 -0.3462 -0.2651
H: 1.9675 -0.1665 -1.3584
H: -2.1270 0.6765 -4.3508
H: -4.3109 1.9012 -4.3287
H: -4.7111 5.3103 -3.5153
H: -5.6147 3.7632 -3.6631
H: -5.1822 4.4145 -2.0688
H: -2.5029 5.1050 -2.0880
H: -0.2950 3.9376 -2.1936
H: 1.1658 2.5033 1.1269
H: 2.8245 3.2559 2.8795

Results
Total charge = -1
Total energy = -2071.5167 Eh
M = 542.72 g mol⁻¹
LUMO = 2.613 eV

---

Entry 2:
C30H41AsGeHoN2O2 as an isolated structure, computed with ωB97M-V/def2-TZVPD.

Positions of all 78 atoms, in Å:
Ho: -0.2392 -0.9820 2.6537
N: 2.1010 0.0102 3.4903
C: 3.0177 -1.1112 3.7787
C: 2.4256 -2.5151 3.5018
O: 3.1976 -3.4554 3.5532
O: 1.1655 -2.5637 3.2366
H: 2.6477 0.8455 3.3312
H: 1.5055 0.2030 4.3129
H: 3.3463 -1.1196 4.8208
H: 3.9025 -1.0381 3.1479
C: -2.0033 2.9509 3.9313
Ge: -2.3211 1.1887 4.8232
C: -4.0618 0.6446 3.9398
C: -3.0600 1.6905 6.6266
C: -0.7440 0.1058 4.7710
H: -2.9226 3.5405 3.8861
H: -1.6440 2.8050 2.9076
H: -1.2524 3.5346 4.4680
H: -4.7999 1.4488 4.0096
H: -4.4833 -0.2433 4.4192
H: -3.9039 0.4097 2.8818
H: -3.8545 2.4321 6.5045
H: -2.2960 2.1065 7.2865
H: -3.4902 0.8148 7.1195
H: -0.9019 -0.7258 5.4877
C: 4.9825 -2.3604 -4.1808
C: 3.9204 -1.6950 -3.3471
C: 4.0249 -1.5869 -1.9711
C: 3.0463 -0.9597 -1.2115
C: 3.2684 -0.8831 0.2803
C: 1.8905 -0.4229 -1.8216
As: 0.6705 0.4055 -0.4366
N: -0.1160 -1.0760 0.2663
C: -0.5066 -2.2139 -0.4021
C: -0.7493 -2.2932 -1.7851
C: -1.1571 -3.4723 -2.3820
C: -1.3576 -4.6238 -1.6335
C: -1.1483 -4.5650 -0.2613
C: -0.7313 -3.3943 0.3411
C: -0.6490 1.5363 -1.4430
C: -2.0461 1.4041 -1.4449
C: -2.7874 0.2854 -0.7596
C: -2.8224 2.3499 -2.1165
C: -2.2684 3.4441 -2.7547
C: -3.1204 4.4502 -3.4809
C: -0.8910 3.6100 -2.6768
C: -0.0872 2.6933 -2.0202
C: 1.3956 2.9586 -1.9442
C: 1.7701 -0.5539 -3.2189
C: 0.5971 -0.1001 -4.0552
C: 2.7889 -1.1683 -3.9443
H: 5.8020 -2.7220 -3.5603
H: 5.3895 -1.6600 -4.9126
H: 4.5664 -3.2069 -4.7299
H: 4.8892 -2.0065 -1.4667
H: 4.2231 -1.3324 0.5525
H: 2.4821 -1.4133 0.8211
H: 3.2595 0.1529 0.6249
H: -0.6338 -1.3990 -2.3779
H: -1.3290 -3.4915 -3.4528
H: -1.6764 -5.5456 -2.1018
H: -1.2997 -5.4472 0.3496
H: -0.5479 -3.3857 1.4151
H: -2.3752 0.0816 0.2233
H: -2.7333 -0.6398 -1.3349
H: -3.8377 0.5512 -0.6409
H: -3.9001 2.2212 -2.1232
H: -4.1755 4.1845 -3.4242
H: -2.8366 4.5117 -4.5334
H: -2.9944 5.4450 -3.0489
H: -0.4347 4.4821 -3.1363
H: 1.6460 3.8882 -2.4538
H: 1.9734 2.1499 -2.3950
H: 1.7140 3.0326 -0.9009
H: -0.2802 0.1132 -3.4638
H: 0.3393 -0.8710 -4.7840
H: 0.8494 0.8082 -4.6089
H: 2.6723 -1.2469 -5.0217

Results
<S²> = 6.01
Total charge = -1
Total energy = -6688.5454 Eh
M = 774.13 g mol⁻¹
Multiplicity = 5
LUMO (alpha / beta) = 2.358 / 2.359 eV

---

Entry 3:
C30H41AsN6STi as an isolated structure, computed with ωB97M-V/def2-TZVPD.

Positions of all 80 atoms, in Å:
Ti: -1.1427 1.1575 0.5840
N: 0.2243 0.5510 2.1274
C: -0.0257 1.1255 3.4901
C: -1.4947 1.4567 3.5604
N: -1.8684 2.2454 2.3438
C: -3.3658 2.3087 2.2469
C: -3.7902 2.7664 0.8689
N: -3.0692 1.9303 -0.1604
C: -1.2987 3.6426 2.4103
C: -0.0730 3.7993 1.5321
N: -0.3744 3.1747 0.2060
H: 0.0719 -0.4746 2.1724
H: 1.2097 0.6434 1.8642
H: 0.6045 2.0015 3.6265
H: 0.2491 0.4081 4.2628
H: -1.7491 2.0146 4.4638
H: -2.0885 0.5402 3.5542
H: -3.7598 2.9739 3.0192
H: -3.7557 1.3092 2.4470
H: -3.5628 3.8137 0.6778
H: -4.8675 2.6519 0.7556
H: -2.9766 2.4766 -1.0192
H: -3.6814 1.1614 -0.4387
H: -1.0807 3.9022 3.4472
H: -2.0679 4.3356 2.0728
H: 0.8101 3.3079 1.9365
H: 0.1723 4.8555 1.4157
H: 0.4542 3.2062 -0.3935
H: -1.0334 3.7731 -0.2955
C: -1.6479 -5.8250 -0.3116
C: -1.1741 -4.6512 0.4610
C: -0.2911 -4.6969 1.5229
C: 0.0493 -3.5268 2.1894
N: -0.4851 -2.3309 1.8126
C: -1.3271 -2.3159 0.8204
S: -2.2269 -0.8449 0.3868
N: -1.6680 -3.4263 0.1391
C: 0.9659 -3.5229 3.3578
H: -0.9817 -6.6723 -0.1693
H: -1.7241 -5.5957 -1.3750
H: -2.6423 -6.1134 0.0448
H: 0.1221 -5.6478 1.8302
H: -2.3031 -3.3466 -0.6522
H: 1.5967 -4.4083 3.3816
H: 0.3664 -3.5186 4.2741
H: 1.5843 -2.6253 3.3644
C: 1.2303 3.8788 -4.3515
C: 0.4823 2.7550 -4.6699
C: 0.3370 1.7242 -3.7485
C: 0.9511 1.8244 -2.5018
C: 1.7153 2.9563 -2.1852
C: 1.8532 3.9785 -3.1107
As: 0.7693 0.3941 -1.2214
C: 2.5121 0.0339 -0.4880
C: 3.6495 0.5824 -1.0790
C: 4.9067 0.2401 -0.5957
C: 5.0350 -0.6488 0.4609
C: 3.9038 -1.2252 1.0293
C: 2.6452 -0.8906 0.5542
C: 0.2247 -1.1951 -2.1712
C: -1.0487 -1.2805 -2.7370
C: -1.3933 -2.3872 -3.4992
C: -0.4698 -3.4138 -3.6867
C: 0.7898 -3.3345 -3.1105
C: 1.1463 -2.2227 -2.3523
H: 1.3496 4.6719 -5.0779
H: 0.0219 2.6703 -5.6452
H: -0.2190 0.8399 -4.0276
H: 2.2833 3.0126 -1.2591
H: 2.4688 4.8380 -2.8799
H: 3.5757 1.2491 -1.9263
H: 5.7881 0.6639 -1.0583
H: 6.0174 -0.9108 0.8309
H: 4.0135 -1.9479 1.8272
H: 1.7752 -1.3979 0.9562
H: -1.7684 -0.4771 -2.6219
H: -2.3633 -2.4349 -3.9780
H: -0.7275 -4.2616 -4.3092
H: 1.5153 -4.1200 -3.2783
H: 2.1467 -2.1549 -1.9442

Results
ΔE to the lowest compared entry with this formula, charge and spin = 0.0 kcal per mole
Total charge = +4
Total energy = -4978.4229 Eh
M = 640.56 g mol⁻¹
LUMO = -13.268 eV